ORCA calculation (ωB97M-V/def2-TZVPD) on a structure of composition C6H13NO2S in a non-equilibrium geometry.

Computed properties:
Kohn-Sham gap	10.80	eV
total energy	-22851.2645	eV
HOMO level	-10.0	eV
LUMO level	0.031	hartree
ΔE to the lowest compared entry with this formula, charge and spin	46.8	kcal/mol

Each line ends with the Löwdin charge.
CARTESIAN COORDINATES (ANGSTROEM)
C -1.04081 -0.62680 -0.83064  -0.109
C 0.33863 -0.59253 -1.43567  -0.234
C -0.92186 0.29775 0.41058  -0.567
C -1.52217 -0.28036 1.65480  -0.056
C -1.39251 1.70066 0.05266  -0.049
C 2.54755 -0.92904 -0.57340  -0.117
N 1.14519 -0.99464 -0.30886  -0.242
O 1.23309 0.03859 2.00721  -0.275
O 1.38462 1.56064 0.01681  -0.297
S 0.83610 0.41030 0.68979  0.721
H -1.71844 -0.29580 -1.48089  0.075
H -1.27184 -1.64485 -0.43351  0.144
H 0.53551 -1.30660 -2.19209  0.123
H 0.60296 0.40504 -1.72272  0.111
H -1.63809 0.46830 2.45443  0.102
H -0.69687 -0.89698 2.08958  0.092
H -2.35877 -0.84792 1.46052  0.062
H -2.48103 1.77176 -0.28919  0.126
H -0.71954 2.11886 -0.55492  0.022
H -1.47624 2.23421 1.03217  0.103
H 2.73893 -1.55136 -1.39767  0.073
H 2.81356 0.17069 -0.92313  0.130
H 3.06201 -1.20991 0.27413  0.062

Cartesian forces, eV/Å:
C 2.6 -1.8 3.1
C -0.4 -1.2 0.4
C -1.2 0.8 -0.9
C 3.0 0.6 1.7
C -4.3 -0.9 3.7
C -0.1 3.0 -2.1
N -0.1 2.0 1.5
O 0.4 0.6 0.8
O 0.0 0.3 0.7
S 0.6 -2.0 -0.9
H -3.1 1.3 -2.4
H 0.2 0.6 -0.7
H -0.2 -0.5 -1.1
H 0.2 0.6 -0.9
H -0.5 -0.1 -0.5
H -1.2 -0.2 -0.2
H -2.0 -1.1 -0.2
H 1.6 -0.5 -0.1
H 2.1 2.1 -2.5
H 0.5 0.1 -0.8
H 0.6 -1.1 -1.0
H 0.0 -2.1 0.7
H 1.4 -0.5 1.7